Record 1
C6H11N | ωB97M-V/def2-TZVPD

Positions of all 18 atoms, in Å:
C  1.501  -2.093  -0.617
C  1.098  -0.820  0.073
C  0.277  -0.776  1.139
C  -0.112  0.615  1.647
C  -0.585  1.611  0.542
C  -1.395  1.142  -0.439
N  -1.421  1.474  -1.811
H  2.109  -2.794  -0.042
H  0.691  -2.707  -1.035
H  1.999  -1.811  -1.554
H  1.705  0.068  -0.047
H  -0.022  -1.667  1.669
H  -1.057  0.471  2.175
H  0.676  1.138  2.186
H  -0.130  2.585  0.400
H  -1.770  0.168  -0.127
H  -1.434  2.480  -1.915
H  -2.129  0.916  -2.242

Properties
F_max = 2.600 eV/A
Charge = 0
SMILES = C/C=C/C/C=C/N
HOMO energy = -7.672 eV

***

Record 2
C4H3NO2 | ωB97M-V/def2-TZVPD

Positions of all 10 atoms, in Å:
O  -2.195  0.964  -1.347
C  -1.742  0.004  -0.832
C  -0.125  -0.088  -0.566
N  0.062  -0.955  -1.413
O  2.052  -1.127  0.312
C  1.622  -0.152  0.917
C  0.399  0.520  0.559
H  -2.260  -0.864  -0.409
H  2.193  0.295  1.751
H  -0.007  1.403  1.030

Properties
F_max = 0.953 eV/A
Charge = 0
HOMO energy (alpha / beta) = -9.125 / -9.105 eV

***

Record 3
C5H17N2O | ωB97M-V/def2-TZVPD

Positions of all 25 atoms, in Å:
C  -0.313  -1.678  -1.010
N  -0.846  -0.509  -1.733
C  -2.276  -0.663  -2.098
C  -0.033  -1.278  0.453
N  0.735  -0.053  0.703
C  0.407  0.490  2.115
C  1.581  1.337  2.532
H  0.596  -2.068  -1.518
H  -1.100  -2.454  -0.910
H  -0.343  -0.218  -2.569
H  -2.861  -0.719  -1.147
H  -2.375  -1.558  -2.745
H  -2.600  0.260  -2.615
H  0.478  -2.087  1.057
H  -1.016  -1.206  0.968
H  0.376  0.690  0.020
H  1.737  -0.262  0.657
H  0.041  -0.224  2.863
H  -0.447  1.121  1.888
H  2.368  1.430  1.752
H  1.385  2.396  2.790
H  2.194  0.959  3.351
H  0.519  2.340  -0.941
H  0.740  2.184  -2.341
O  1.052  1.769  -1.522

Properties
F_max = 2.606 eV/A
Charge = +1
HOMO energy = -12.656 eV

***

Record 4
C21H26NO | ωB97M-V/def2-TZVPD

Positions of all 49 atoms, in Å:
C  -1.056  -2.001  -3.556
C  -0.790  -2.102  -2.086
C  0.405  -2.821  -1.567
C  -1.709  -1.511  -1.262
N  -1.560  -1.267  0.086
C  -2.812  -1.132  0.836
C  -2.531  -1.261  2.329
O  -1.486  -0.380  2.755
C  -0.260  -0.533  2.038
C  -0.438  -0.430  0.528
H  -0.320  -2.528  -4.165
H  -2.053  -2.397  -3.792
H  -1.069  -0.951  -3.885
H  0.889  -3.388  -2.374
H  1.172  -2.155  -1.141
H  0.127  -3.536  -0.781
H  -2.682  -1.225  -1.683
H  -3.301  -0.157  0.642
H  -3.486  -1.933  0.513
H  -3.410  -0.931  2.907
H  -2.283  -2.320  2.560
H  0.362  0.303  2.395
H  0.223  -1.499  2.287
H  0.479  -0.752  0.025
H  -0.601  0.641  0.278
C  1.013  -5.628  0.109
C  2.247  -5.887  -0.561
C  3.354  -5.028  -0.249
C  4.562  -5.118  -0.920
C  4.733  -6.083  -1.927
C  3.693  -6.974  -2.220
C  2.471  -6.880  -1.560
C  -0.147  -6.438  0.279
C  -1.106  -6.006  1.257
C  -2.321  -6.652  1.422
C  -2.642  -7.753  0.612
C  -1.709  -8.236  -0.312
C  -0.469  -7.618  -0.455
H  1.021  -4.719  0.722
H  3.219  -4.278  0.533
H  5.378  -4.435  -0.673
H  5.669  -6.137  -2.477
H  3.831  -7.746  -2.983
H  1.674  -7.554  -1.850
H  -0.858  -5.141  1.876
H  -3.031  -6.297  2.171
H  -3.613  -8.234  0.707
H  -1.948  -9.104  -0.933
H  0.242  -8.041  -1.154

Properties
F_max = 2.127 eV/A
Charge = +1
HOMO energy = -9.828 eV

***

Record 5
C12H44O12S | ωB97M-V/def2-TZVPD

Positions of all 69 atoms, in Å:
O  1.940  -3.366  5.357
S  0.849  -2.412  5.657
O  1.017  -1.111  6.360
O  0.025  -2.073  4.268
C  0.745  -1.408  3.187
C  -0.176  -0.786  2.129
C  -0.487  -3.479  6.346
H  1.575  -2.007  2.813
H  1.255  -0.512  3.542
H  -0.818  -0.086  2.663
H  -0.850  -1.481  1.629
H  0.355  -0.292  1.315
H  -0.220  -3.833  7.341
H  -0.616  -4.345  5.697
H  -1.359  -2.826  6.375
C  -0.822  -2.814  -0.299
O  -1.853  -2.522  -1.183
H  -0.541  -1.937  0.285
H  -1.174  -3.592  0.380
H  -0.007  -3.302  -0.833
H  -2.633  -2.370  -0.645
C  0.585  1.814  2.277
O  1.545  2.765  2.458
H  -0.228  1.943  2.991
H  0.286  1.832  1.228
H  0.952  0.798  2.420
H  2.027  2.743  3.287
C  -2.178  -0.510  -3.222
O  -1.154  -0.837  -4.172
H  -3.119  -0.630  -3.758
H  -2.324  -1.310  -2.497
H  -1.941  0.403  -2.674
H  -0.834  -0.004  -4.527
C  -0.395  1.579  -4.213
O  -1.331  1.293  -5.256
H  0.382  0.849  -4.440
H  0.070  2.564  -4.200
H  -0.769  1.386  -3.207
H  -1.099  1.749  -6.068
C  -0.915  0.290  -1.016
O  -0.075  0.542  0.099
H  -0.338  0.431  -1.929
H  -1.046  -0.791  -0.972
H  -1.868  0.818  -0.979
H  0.802  0.161  0.017
C  2.027  0.680  -2.885
O  2.153  0.577  -4.300
H  2.354  -0.241  -2.403
H  2.431  1.576  -2.415
H  0.964  0.588  -2.663
H  1.844  -0.269  -4.634
C  1.794  -1.368  -0.645
O  1.693  -0.101  -0.075
H  2.754  -1.524  -1.136
H  1.756  -2.099  0.162
H  1.034  -1.551  -1.405
H  2.305  -0.012  0.659
C  1.614  2.541  -0.636
O  1.665  3.433  0.381
H  0.601  2.439  -1.025
H  2.211  2.858  -1.491
H  1.937  1.534  -0.372
H  1.578  2.933  1.196
C  -2.793  2.723  -0.281
O  -2.050  2.151  0.768
H  -2.896  3.803  -0.176
H  -2.209  2.565  -1.188
H  -3.763  2.226  -0.267
H  -2.245  1.211  0.802

Properties
F_max = 17.479 eV/A
Charge = 0
HOMO energy = -8.574 eV

***

Record 6
C2H29NO13 | ωB97M-V/def2-TZVPD

Positions of all 45 atoms, in Å:
C  -0.126  2.034  2.666
C  -0.995  1.483  1.580
N  -2.327  1.298  1.873
O  -0.681  1.441  0.398
H  0.673  2.601  2.186
H  0.427  1.329  3.276
H  -0.740  2.588  3.377
H  -2.557  1.320  2.846
H  -2.902  0.954  1.132
H  3.144  -0.784  -0.018
H  4.226  -0.313  1.137
O  3.304  -0.486  0.930
H  0.723  -3.185  1.142
H  0.956  -2.323  -0.097
O  0.287  -2.881  0.339
H  -1.246  -1.804  0.334
H  -1.757  -3.113  0.588
O  -2.071  -2.208  0.677
H  -3.832  -1.876  -0.529
H  -3.187  -0.969  -1.520
O  -3.727  -1.764  -1.480
H  -1.389  1.475  -1.987
H  -0.455  2.183  -2.909
O  -0.996  1.387  -2.869
H  -0.084  -0.805  3.194
H  -1.380  -1.124  3.966
O  -0.920  -0.426  3.501
H  1.155  0.819  -2.606
H  0.696  -0.418  -3.315
O  1.489  -0.049  -2.883
H  0.689  4.048  -1.705
H  1.456  3.032  -1.058
O  0.905  3.801  -0.794
H  2.019  -0.952  -1.589
H  2.932  -2.288  -1.553
O  2.358  -1.708  -1.043
H  -1.767  -1.172  -3.240
H  -1.239  0.097  -3.755
O  -1.086  -0.858  -3.829
H  2.069  -2.163  3.258
H  1.933  -1.151  2.201
O  1.375  -1.783  2.701
H  3.146  1.601  -0.872
H  1.812  1.201  -0.263
O  2.222  1.426  -1.117

Properties
F_max = 2.181 eV/A
Charge = -1
Spin multiplicity = 2
HOMO energy (alpha / beta) = 0.274 / -7.281 eV